*A*
The following is a quantum chemistry calculation of 2 unconnected molecules or ions with the total composition C3H4ClFO, from OMol25.

Computed properties:
HOMO energy   -8.870 eV
HOMO-LUMO gap   9.61 eV

ORCA input file:
```
! RIJCOSX wB97M-V def2-TZVPD def2/J DEFGRID3
* xyz 0 1
C 0.85657 -1.14195 -0.41155
C -0.55605 -0.77076 -0.37740
C -0.41650 1.35712 0.40600
O -0.02214 -1.51926 0.62149
F -1.72535 1.86558 0.34825
Cl 0.31454 1.47137 1.97688
H 1.26340 -1.79931 -1.05636
H 1.61246 -0.50904 -0.04278
H -1.40214 -0.89140 -1.02158
H 0.07521 1.93765 -0.44295
*
```


*B*
The following is a quantum chemistry calculation of 2 unconnected molecules or ions with the total composition C3H4ClFO, from OMol25.

Computed properties:
Structure (SMILES)   C=C1O[C@H]1Cl.F
HOMO energy   -9.593 eV
HOMO-LUMO gap   10.11 eV

ORCA input file:
```
! RIJCOSX wB97M-V def2-TZVPD def2/J DEFGRID3
* xyz 0 1
C -0.62913 0.93735 -0.63159
C 0.45778 0.67292 0.28747
C 1.23317 -0.16038 0.94327
O 0.13205 1.90809 -0.02399
F -1.44901 -1.60621 0.13875
Cl -0.15342 0.77807 -2.36638
H -1.60090 0.77064 -0.47626
H -1.24518 -2.31326 -0.48423
H 1.14818 -1.26865 1.03005
H 2.10647 0.28143 1.58291
*
```


Relative energies with respect to the most stable structure, expressed in kJ/mol: *A* 170.9; *B* 0.0.


*A*
The following is a quantum chemistry calculation of 2 unconnected molecules or ions with the total composition CH4O2, from OMol25.

Computed properties:
Structure (SMILES)   C=O.O
HOMO energy   -10.248 eV
HOMO-LUMO gap   11.11 eV

ORCA input file:
```
! RIJCOSX wB97M-V def2-TZVPD def2/J DEFGRID3
* xyz 0 1
C 0.09574 -0.95210 0.99868
H -0.78441 1.05886 -1.06100
H 0.48235 1.81695 -1.34119
H 0.19805 -1.55575 1.93311
H 0.97906 -0.66599 0.43580
O 0.02985 0.94381 -1.59862
O -1.00066 -0.64578 0.63322
*
```


*B*
The following is a quantum chemistry calculation of 2 unconnected molecules or ions with the total composition CH4O2, from OMol25.

Computed properties:
Structure (SMILES)   C=O.O
HOMO energy   -10.526 eV
HOMO-LUMO gap   10.89 eV

ORCA input file:
```
! RIJCOSX wB97M-V def2-TZVPD def2/J DEFGRID3
* xyz 0 1
O -0.44883 0.79894 0.54368
C -1.68321 1.08356 0.48769
H -2.23856 1.35461 1.41698
H -2.26749 1.07443 -0.46309
O 1.96720 -1.52234 -0.96739
H 1.84136 -0.84441 -0.26537
H 2.82953 -1.94480 -0.75251
*
```


Relative energies with respect to the most stable structure, expressed in kJ/mol: *A* 0.0; *B* 13.8.


*A*
The following is a quantum chemistry calculation of C3H3F2N in the gas phase, from OMol25.

Computed properties:
Structure (SMILES)   CC(F)(F)C#N
HOMO energy   -12.963 eV
HOMO-LUMO gap   13.74 eV

ORCA input file:
```
! RIJCOSX wB97M-V def2-TZVPD def2/J DEFGRID3
* xyz 0 1
C -0.85766 0.64688 -0.06013
C 0.11030 -0.50959 -0.04950
C 1.59372 -0.32922 -0.04175
H -1.88185 0.34666 0.45112
H -0.23733 1.49120 0.56560
H -1.01804 1.14730 -1.10203
N 2.73855 -0.25102 -0.02945
F -0.30586 -1.41406 -0.90228
F -0.14184 -1.12814 1.16840
*
```


*B*
The following is a quantum chemistry calculation of 2 unconnected molecules or ions with the total composition C3H3F2N, from OMol25.

Computed properties:
Structure (SMILES)   C=C(F)F.C#N
HOMO energy   -9.800 eV
HOMO-LUMO gap   10.66 eV

ORCA input file:
```
! RIJCOSX wB97M-V def2-TZVPD def2/J DEFGRID3
* xyz 0 1
C -2.23104 -0.95106 -0.31782
C 0.80743 0.18873 0.70798
C 1.56204 0.64112 -0.30490
N -2.23597 0.16984 -0.45452
F 1.93536 1.91094 -0.42120
F 1.78723 0.00461 -1.41470
H -2.21418 -2.00082 -0.00374
H 0.38633 0.79072 1.47673
H 0.20279 -0.75408 0.73217
*
```


Relative energies with respect to the most stable structure, expressed in kJ/mol: *A* 0.0; *B* 80.1.


*A*
The following is a quantum chemistry calculation of 2 unconnected molecules or ions with the total composition C3H8NO3, from OMol25.

Computed properties:
HOMO energy   -3.906 eV
HOMO-LUMO gap   8.10 eV

ORCA input file:
```
! RIJCOSX wB97M-V def2-TZVPD def2/J DEFGRID3
* xyz -1 1
C -0.04642 0.49218 1.70174
N 0.55439 -0.79216 1.41956
C 0.20176 -1.33224 0.12794
C 0.65456 -0.47976 -1.12455
O 0.00781 -0.75094 -2.17035
O 1.57253 0.34087 -0.94460
H -0.00159 1.18552 0.85767
H 0.49769 0.97735 2.51642
H -1.07999 0.36085 2.02899
H 1.55105 -0.77975 1.55459
H -0.87996 -1.39473 0.05625
H 0.63528 -2.32070 0.02214
H -0.82135 1.60359 -2.65391
H -1.39910 1.04055 -1.43349
O -1.44665 1.84937 -1.95841
*
```


*B*
The following is a quantum chemistry calculation of 2 unconnected molecules or ions with the total composition C3H8NO3, from OMol25.

Computed properties:
HOMO energy   -2.850 eV
HOMO-LUMO gap   6.56 eV

ORCA input file:
```
! RIJCOSX wB97M-V def2-TZVPD def2/J DEFGRID3
* xyz -1 1
C -1.77788 0.46912 0.72529
N -0.94816 0.16672 -0.27739
C 0.40143 -0.35717 -0.12382
C 0.38940 -2.01550 -0.37687
O 1.56316 -2.56395 -0.53228
O -2.81572 1.11798 0.58053
H -1.50035 0.14964 1.74261
H -1.23203 0.53350 -1.16777
H 0.77980 -0.18129 0.88834
H 1.08904 0.13394 -0.80932
H -0.26036 -2.02423 -1.28964
H -0.16746 -2.25834 0.56698
H 2.06987 2.14445 0.51047
H 1.06717 2.02250 -0.55245
O 1.34209 2.66265 0.11532
*
```


*C*
The following is a quantum chemistry calculation of 2 unconnected molecules or ions with the total composition C3H8NO3, from OMol25.

Computed properties:
HOMO energy   -4.055 eV
HOMO-LUMO gap   7.72 eV

ORCA input file:
```
! RIJCOSX wB97M-V def2-TZVPD def2/J DEFGRID3
* xyz -1 1
C -0.93076 0.92950 0.22562
N -0.55518 -0.41730 0.61376
C 0.75363 -0.68465 1.13532
O 1.58809 0.24312 1.08622
O 0.89909 -1.88124 1.50157
C -2.09113 0.93598 -0.77464
H -1.22150 1.55916 1.07896
H 0.02503 1.32348 -0.11494
H -1.27659 -1.09469 0.74635
H -2.43987 -0.08658 -0.91647
H -1.72347 1.29817 -1.73953
H -2.91068 1.58489 -0.47158
H 1.13837 0.68066 -2.02016
H -0.17588 0.53594 -2.73379
O 0.77751 0.44653 -2.88762
*
```


*D*
The following is a quantum chemistry calculation of 2 unconnected molecules or ions with the total composition C3H8NO3, from OMol25.

Computed properties:
HOMO energy   -4.041 eV
HOMO-LUMO gap   7.96 eV

ORCA input file:
```
! RIJCOSX wB97M-V def2-TZVPD def2/J DEFGRID3
* xyz -1 1
O 1.70750 -1.70541 0.60458
C 1.37066 -0.73401 -0.10445
O 1.99808 -0.17754 -1.03194
C -0.00393 -0.05819 0.27484
C -1.01538 -1.12785 0.67661
N -0.54724 0.70170 -0.86078
H 0.22102 0.63534 1.08696
H -0.74961 -1.52911 1.65007
H -2.04468 -0.77090 0.65513
H -0.91726 -1.96472 -0.01702
H 0.22165 1.19451 -1.30709
H -0.85304 0.04733 -1.57317
H -2.78794 2.80576 -0.39272
H -1.71327 1.90609 0.18067
O -2.42560 2.52729 0.44889
*
```


Relative energies with respect to the most stable structure, expressed in kJ/mol: *A* 41.2; *B* 224.8; *C* 30.3; *D* 0.0.


*A*
The following is a quantum chemistry calculation of 2 unconnected molecules or ions with the total composition C3H8NO3, from OMol25.

Computed properties:
HOMO energy   -4.403 eV
HOMO-LUMO gap   8.62 eV

ORCA input file:
```
! RIJCOSX wB97M-V def2-TZVPD def2/J DEFGRID3
* xyz -1 1
C 0.77440 -0.68938 -1.50975
C -0.65655 -0.74575 -0.91885
C -0.86595 0.23707 0.31179
O -1.97746 0.13523 0.85263
O 0.03046 1.08059 0.57763
N 1.14802 0.67355 -2.00675
H 1.54731 -0.89642 -0.73060
H 1.00371 -1.32510 -2.36614
H -1.26719 -0.33755 -1.73388
H -1.01940 -1.77496 -0.76385
H 1.00302 1.28091 -1.20449
H 0.46642 0.88293 -2.73081
H 1.35559 -0.56482 1.78346
H 0.62849 0.23626 2.74216
O 0.96137 -0.66512 2.66708
*
```


*B*
The following is a quantum chemistry calculation of 2 unconnected molecules or ions with the total composition C3H8NO3, from OMol25.

Computed properties:
HOMO energy   -4.258 eV
HOMO-LUMO gap   8.38 eV

ORCA input file:
```
! RIJCOSX wB97M-V def2-TZVPD def2/J DEFGRID3
* xyz -1 1
C 0.79394 0.11536 -0.71409
C -0.69133 0.22749 -0.72004
C -1.07901 1.24055 0.30875
O -1.49527 2.38084 -0.05869
O -0.98843 0.94781 1.50336
N 1.36326 -0.77629 -1.75384
H 1.39678 1.08523 -0.93676
H 1.21873 -0.14319 0.28576
H -1.00156 0.46787 -1.77802
H -1.07928 -0.78273 -0.38330
H 0.80629 -0.82115 -2.61476
H 1.36648 -1.71996 -1.37643
H -0.46799 -0.42211 2.09058
H 0.01863 -0.64100 3.45763
O -0.16123 -1.15873 2.68984
*
```


Relative energies with respect to the most stable structure, expressed in kJ/mol: *A* 0.0; *B* 14.9.